1.
DFT (ωB97M-V/def2-TZVPD) results for a molecular structure, C47H45CoN2O3P2S3Sb in a non-equilibrium geometry.

```
104
Properties=species:S:1:pos:R:3
Co 0.072 -0.663 0.775
C 2.573 -0.556 2.975
C 1.275 -0.562 3.790
P -0.120 0.257 2.903
C -1.490 -0.139 4.040
C -1.944 -1.460 4.063
C -2.927 -1.843 4.963
C -3.485 -0.907 5.824
C -3.065 0.415 5.775
C -2.071 0.801 4.884
C 0.098 2.049 3.139
C -0.747 2.967 2.459
C -0.565 4.334 2.701
C 0.385 4.786 3.598
C 1.194 3.890 4.279
C 1.041 2.536 4.041
P 2.270 -1.317 1.322
C 2.629 -3.089 1.521
C 3.161 -3.664 2.670
C 3.392 -5.032 2.729
C 3.098 -5.840 1.641
C 2.556 -5.277 0.491
C 2.317 -3.913 0.435
C 3.680 -0.703 0.340
C 4.609 -1.551 -0.257
C 5.580 -1.038 -1.107
C 5.624 0.320 -1.379
C 4.713 1.176 -0.774
C 3.751 0.668 0.083
H 3.368 -1.084 3.499
H 2.914 0.467 2.801
H 1.412 -0.133 4.782
H 0.923 -1.588 3.922
H -1.543 -2.179 3.355
H -3.265 -2.872 4.987
H -4.257 -1.203 6.524
H -3.509 1.150 6.434
H -1.749 1.835 4.851
H -1.398 1.665 1.067
H -1.170 5.046 2.159
H 0.498 5.852 3.764
H 1.937 4.241 4.985
H 1.675 1.841 4.578
H 3.400 -3.058 3.535
H 3.796 -5.469 3.634
H 3.280 -6.906 1.690
H 2.304 -5.901 -0.358
H 1.850 -3.483 -0.444
H 4.580 -2.615 -0.059
H 6.301 -1.706 -1.563
H 6.366 0.714 -2.063
H 4.736 2.238 -0.982
H 3.032 1.339 0.535
O -0.031 -2.143 -1.020
S -1.259 -2.501 -0.201
O -0.792 -2.642 1.205
O -2.005 -3.614 -0.702
S -2.314 -0.758 -0.225
S 0.541 0.982 -0.812
Sb -0.666 -0.169 -2.506
C -1.847 -1.731 -3.390
C -3.229 -1.610 -3.439
C -4.000 -2.688 -3.849
C -3.389 -3.886 -4.193
C -2.007 -3.996 -4.165
C -1.233 -2.916 -3.766
C 1.066 -0.478 -3.740
C 1.232 0.233 -4.928
C 2.374 0.053 -5.701
C 3.355 -0.843 -5.298
C 3.199 -1.551 -4.113
C 2.065 -1.363 -3.334
C -1.533 1.511 -3.500
C -1.286 2.808 -3.062
C -1.641 3.888 -3.862
C -2.247 3.678 -5.095
C -2.515 2.386 -5.527
C -2.154 1.302 -4.734
H -3.706 -0.683 -3.141
H -5.079 -2.598 -3.875
H -3.998 -4.740 -4.468
H -1.530 -4.933 -4.420
H -0.155 -3.007 -3.733
H 0.476 0.941 -5.248
H 2.497 0.618 -6.618
H 4.245 -0.982 -5.902
H 3.965 -2.248 -3.790
H 1.963 -1.893 -2.394
H -0.814 2.965 -2.101
H -1.438 4.896 -3.522
H -2.507 4.523 -5.722
H -2.999 2.219 -6.484
H -2.342 0.292 -5.085
C -4.424 4.700 0.469
N -3.480 3.982 1.317
C -3.723 4.178 2.751
C -2.632 3.147 0.729
N -1.687 2.519 1.517
H -5.436 4.307 0.608
H -4.127 4.575 -0.565
H -4.428 5.762 0.728
H -4.790 4.045 2.946
H -3.446 5.183 3.073
H -3.172 3.447 3.330
```

Computed properties:
2S+1 ... 4
Strongest force on any atom ... 1.1 eV/Å
E ... -153839.7919 eV
Charge ... 0
LUMO (alpha / beta) ... 0.0072 / 0.0057 Eh
HOMO energy (alpha / beta) ... -7.49 / -7.50 eV


2.
DFT (ωB97M-V/def2-TZVPD) results for a molecular structure, C12H20N2O3V.

```
38
Properties=species:S:1:pos:R:3
V -0.105 -0.115 0.160
C 2.993 -0.694 -0.376
O 1.908 0.226 -0.102
C 2.371 1.548 0.287
C 1.254 2.524 0.026
O 0.047 1.946 0.555
C -1.047 2.889 0.639
H 3.563 -0.327 -1.227
H 2.550 -1.658 -0.607
H 3.631 -0.774 0.503
H 3.245 1.810 -0.310
H 2.646 1.514 1.342
H 1.120 2.713 -1.042
H 1.463 3.467 0.533
H -0.780 3.680 1.338
H -1.913 2.345 1.004
H -1.253 3.304 -0.347
C -4.189 -0.363 -1.263
C -2.749 -0.738 -1.318
O -1.896 -0.040 -0.701
N -2.378 -1.793 -2.023
C -0.990 -2.230 -2.163
C -0.487 -2.985 -0.953
C -0.474 -4.367 -0.933
C -0.019 -5.032 0.197
C 0.417 -4.288 1.281
C 0.382 -2.911 1.188
N -0.056 -2.259 0.098
H -4.291 0.675 -1.578
H -4.527 -0.428 -0.228
H -4.814 -0.998 -1.886
H -3.094 -2.308 -2.514
H -0.365 -1.357 -2.362
H -0.938 -2.869 -3.041
H -0.813 -4.921 -1.798
H -0.002 -6.113 0.227
H 0.780 -4.758 2.184
H 0.721 -2.299 2.018
```

Computed properties:
Energy above the lowest of the compared OMol25 structures with the same formula, charge and spin ... 0.0 kJ/mol
2S+1 ... 4
Strongest force on any atom ... 0.1 eV/Å
E ... -47565.5497 eV
Charge ... +2
LUMO (alpha / beta) ... -0.2245 / -0.2331 Eh
HOMO energy (alpha / beta) ... -15.66 / -16.57 eV


3.
DFT (ωB97M-V/def2-TZVPD) results for 3 unconnected molecules or ions with the total composition C5H9NO in a non-equilibrium geometry.

```
16
Properties=species:S:1:pos:R:3
C 0.218 2.569 -1.380
C -1.013 -2.259 0.681
C 0.332 0.616 -0.539
C 0.106 -1.298 0.965
C -0.472 0.983 0.309
O 1.299 0.082 -1.239
N 0.928 -1.495 1.899
H 1.433 -0.800 -0.823
H 1.642 -0.769 1.981
H -1.240 1.402 0.914
H -0.630 3.181 -1.094
H 1.170 2.971 -1.054
H 0.157 2.284 -2.424
H -1.970 -1.765 0.871
H -0.944 -3.156 1.307
H -1.018 -2.548 -0.374
```

Computed properties:
Energy above the lowest of the compared OMol25 structures with the same formula, charge and spin ... 810.4 kJ/mol
Strongest force on any atom ... 3.6 eV/Å
E ... -8860.8134 eV
Charge ... 0
LUMO (alpha / beta) ... 0.0080 / 0.0217 Eh
HOMO energy (alpha / beta) ... -6.76 / -7.21 eV


4.
DFT (ωB97M-V/def2-TZVPD) results for a molecular structure, C12H25N4O12P2PtS in a non-equilibrium geometry.

```
57
Properties=species:S:1:pos:R:3
Pt -2.034 0.689 -0.924
C -3.363 -3.739 0.351
C -3.703 -2.421 0.958
O -4.318 -2.418 2.165
P -4.684 -1.239 -0.110
O -5.342 -0.240 0.877
O -5.843 -2.143 -0.652
O -3.917 -0.553 -1.182
P -2.027 -1.420 1.256
O -2.637 0.033 1.559
O -1.421 -2.081 2.401
O -1.371 -1.294 -0.088
H -4.245 -4.390 0.358
H -2.587 -4.259 0.919
H -3.009 -3.618 -0.672
H -4.148 -3.224 2.690
H -6.073 -0.554 1.419
H -5.783 -2.589 -1.501
H -2.898 0.187 2.476
C -1.861 0.797 -5.483
C -2.395 0.843 -4.088
N -3.700 0.781 -3.917
O -1.594 0.946 -3.134
H -2.504 0.206 -6.131
H -0.852 0.390 -5.481
H -1.817 1.811 -5.883
H -4.330 0.703 -4.702
H -4.092 0.789 -2.981
C 6.824 -1.665 3.410
C 5.466 -1.187 2.946
S 5.462 0.505 0.778
O 5.408 -0.892 1.563
O 5.401 0.202 -0.609
C 3.669 1.155 1.146
C 3.213 2.099 0.042
N 1.764 2.228 0.079
C 0.873 1.559 -0.676
N -0.373 1.909 -0.341
C -0.292 2.832 0.649
C 1.036 3.040 0.929
N 1.596 3.852 1.977
O 0.862 4.646 2.485
O 2.750 3.621 2.271
C 1.159 0.619 -1.770
H 6.757 -1.925 4.464
H 7.572 -0.880 3.288
H 7.164 -2.534 2.845
H 5.098 -0.347 3.546
H 4.757 -2.021 3.073
H 3.714 1.661 2.108
H 3.051 0.259 1.185
H 3.497 1.716 -0.940
H 3.661 3.087 0.176
H -1.143 3.315 1.090
H 2.193 0.298 -1.816
H 0.905 1.101 -2.715
H 0.506 -0.252 -1.681
```

Computed properties:
Energy above the lowest of the compared OMol25 structures with the same formula, charge and spin ... 84.4 kJ/mol
2S+1 ... 5
Strongest force on any atom ... 2.9 eV/Å
E ... -76010.5329 eV
Charge ... +3
LUMO (alpha / beta) ... -0.2942 / -0.4575 Eh
HOMO energy (alpha / beta) ... -17.81 / -17.89 eV


5.
DFT (ωB97M-V/def2-TZVPD) results for a molecular structure, C22H15BiO5P in a non-equilibrium geometry.

```
44
Properties=species:S:1:pos:R:3
O -1.507 4.538 2.066
C -0.914 4.394 1.105
Bi 0.368 3.451 -1.195
O 3.292 5.471 0.401
C 2.380 4.974 -0.067
C -1.168 4.766 -2.320
O -2.024 5.189 -2.965
C 1.821 3.286 -3.120
O 2.348 2.581 -3.863
O 0.829 0.920 -1.350
P 0.193 -0.105 -0.390
C 1.074 -0.041 1.221
C 1.725 -1.184 1.732
C 2.223 -1.216 3.036
C 2.277 -0.035 3.780
C 1.841 1.159 3.191
C 1.218 1.159 1.942
C -1.640 -0.120 -0.560
C -2.434 0.999 -0.252
C -3.824 0.903 -0.248
C -4.451 -0.319 -0.500
C -3.687 -1.403 -0.932
C -2.309 -1.249 -1.086
C 0.550 -1.812 -0.831
C -0.095 -2.784 -0.044
C 0.213 -4.128 -0.198
C 1.198 -4.485 -1.118
C 1.855 -3.526 -1.889
C 1.526 -2.175 -1.759
H 1.858 -2.090 1.140
H 2.610 -2.149 3.451
H 2.728 -0.038 4.776
H 1.983 2.103 3.719
H 0.876 2.105 1.505
H -1.955 1.956 -0.031
H -4.416 1.797 -0.058
H -5.534 -0.399 -0.426
H -4.176 -2.342 -1.191
H -1.774 -2.065 -1.577
H -0.820 -2.473 0.709
H -0.331 -4.863 0.395
H 1.431 -5.533 -1.249
H 2.627 -3.816 -2.599
H 2.018 -1.402 -2.347
```

Computed properties:
Energy above the lowest of the compared OMol25 structures with the same formula, charge and spin ... 141.2 kJ/mol
Strongest force on any atom ... 7.8 eV/Å
E ... -48389.0270 eV
Charge ... +3
LUMO (alpha / beta) ... -0.5219 / -0.5158 Eh
HOMO energy (alpha / beta) ... -16.68 / -16.75 eV


6.
DFT (ωB97M-V/def2-TZVPD) results for 3 unconnected molecules or ions with the total composition CH10NO2 in a non-equilibrium geometry.

```
14
Properties=species:S:1:pos:R:3
C -0.238 -0.294 1.620
N -0.781 -0.163 0.192
H 0.790 -0.026 1.706
H -0.191 -1.336 1.902
H -0.835 0.317 2.336
H -0.932 0.817 -0.008
H -0.153 -0.759 -0.444
H -1.660 -0.621 0.116
H 0.342 2.978 0.490
H 0.397 2.854 -1.063
O 0.231 2.354 -0.278
H 0.453 -2.656 -1.883
H 1.531 -1.656 -1.531
O 0.664 -1.979 -1.308
```

Computed properties:
Energy above the lowest of the compared OMol25 structures with the same formula, charge and spin ... 47.4 kJ/mol
Strongest force on any atom ... 3.2 eV/Å
E ... -6778.1489 eV
Charge ... +1
LUMO ... -0.1148 Eh
HOMO energy ... -16.14 eV